# 1
A structure of composition C3H10N5 in a non-equilibrium geometry, computed with ωB97M-V/def2-TZVPD.

* F_max: 1.6 eV Å⁻¹
* highest occupied orbital energy (spin up / spin down): -12.61 / -12.61 eV
* energy above the lowest of the compared OMol25 structures with the same formula, charge and spin: 6.645 eV
* frontier orbital gap (spin up / spin down): 7.83 / 7.83 eV

The geometry in ORCA input format:
```
! RIJCOSX wB97M-V def2-TZVPD def2/J DEFGRID3
* xyz 1 1
C -0.053 0.289 0.282
C 0.560 1.565 0.710
C 1.883 -1.130 0.278
N -2.255 0.949 0.249
N -0.306 -1.878 -0.178
N -1.581 -1.297 -0.021
N 0.614 -0.902 0.155
N -1.375 0.078 0.162
H 0.614 1.583 -1.898
H -0.228 2.309 0.801
H 1.298 1.921 -0.011
H 1.059 1.456 1.672
H 0.618 1.185 -2.576
H 2.544 -0.311 0.484
H 2.268 -2.125 0.161
H -3.211 0.629 0.154
H -0.207 -2.761 0.325
H -2.242 -1.562 -0.750
*
```

# 2
The ion C5H10NO with charge +1 in a non-equilibrium geometry, computed with ωB97M-V/def2-TZVPD.

* F_max: 4.7 eV Å⁻¹
* highest occupied orbital energy: -13.81 eV
* energy above the lowest of the compared OMol25 structures with the same formula, charge and spin: 3.005 eV
* SMILES: C=[N+](/C=C/C)CO
* frontier orbital gap: 8.59 eV

The geometry in ORCA input format:
```
! RIJCOSX wB97M-V def2-TZVPD def2/J DEFGRID3
* xyz 1 1
C 1.851 -1.538 -0.173
C -1.132 0.396 0.053
C -0.274 -0.679 0.010
C -2.582 0.247 -0.141
C 1.729 0.824 0.432
N 1.123 -0.506 0.085
O 1.190 1.811 -0.372
H 2.923 -1.617 0.134
H 1.281 -2.490 -0.351
H -0.855 1.315 0.394
H -0.590 -1.776 -0.141
H -3.061 1.213 0.044
H -2.732 -0.037 -1.209
H -3.089 -0.626 0.385
H 1.809 1.100 1.532
H 2.827 0.626 0.148
H 1.784 1.876 -1.147
*
```

# 3
The molecule C4H8N2O, computed with ωB97M-V/def2-TZVPD.

* F_max: 0.9 eV Å⁻¹
* highest occupied orbital energy: -10.22 eV
* energy above the lowest of the compared OMol25 structures with the same formula, charge and spin: 1.712 eV
* SMILES: CN[C@H](C#N)CO
* frontier orbital gap: 11.05 eV

The geometry in ORCA input format:
```
! RIJCOSX wB97M-V def2-TZVPD def2/J DEFGRID3
* xyz 0 1
C -1.779 0.481 0.782
N -0.400 -0.005 0.774
C 0.241 0.063 -0.534
C 1.743 -0.206 -0.349
O 2.290 0.734 0.533
C -0.365 -0.860 -1.520
N -0.878 -1.607 -2.237
H -2.197 0.349 1.781
H -1.787 1.552 0.550
H -2.427 -0.035 0.054
H -0.383 -0.975 1.089
H 0.126 1.087 -0.909
H 2.263 -0.115 -1.305
H 1.878 -1.241 0.010
H 1.674 0.777 1.283
*
```

# 4
A structure of composition C47H56IN7O3PdTe in a non-equilibrium geometry, computed with ωB97M-V/def2-TZVPD.

* F_max: 1.1 eV Å⁻¹
* highest occupied orbital energy (spin up / spin down): -13.02 / -13.16 eV
* energy above the lowest of the compared OMol25 structures with the same formula, charge and spin: 0.000 eV
* frontier orbital gap (spin up / spin down): 8.14 / 5.44 eV

The geometry in ORCA input format:
```
! RIJCOSX wB97M-V def2-TZVPD def2/J DEFGRID3
* xyz 2 5
Pd -1.089 -0.642 0.132
C 0.622 -3.023 -2.919
C 0.933 -4.185 -1.966
C 1.656 -5.287 -2.739
C 1.691 -3.727 -0.718
C 3.020 -4.067 -0.542
C 3.750 -3.632 0.564
C 3.134 -2.888 1.550
C 1.782 -2.558 1.459
C 1.059 -1.978 2.665
C 1.647 -0.658 3.170
C 1.027 -3.030 3.783
C 1.063 -2.945 0.302
N -0.312 -2.629 0.202
C -1.197 -3.647 0.320
O -0.959 -4.800 0.641
C -2.615 -3.240 0.016
C -3.661 -4.142 0.000
C -4.941 -3.654 -0.234
C -5.135 -2.290 -0.423
C -4.036 -1.459 -0.395
N -2.809 -1.945 -0.200
C -4.172 0.023 -0.623
O -5.251 0.512 -0.873
N -2.958 0.678 -0.666
C -2.855 1.997 -0.831
C -2.077 2.445 -1.971
C -2.025 3.790 -2.225
C -2.648 4.708 -1.367
C -3.342 4.289 -0.229
C -3.468 2.953 0.073
C -4.181 2.538 1.339
C -5.688 2.829 1.258
C -3.568 3.257 2.551
C -1.519 1.448 -2.959
C -0.102 1.804 -3.409
C -2.472 1.328 -4.157
H 0.022 -3.375 -3.761
H 1.543 -2.603 -3.339
H 0.057 -2.231 -2.425
H -0.011 -4.607 -1.633
H 2.577 -4.924 -3.207
H 1.011 -5.653 -3.539
H 1.904 -6.136 -2.100
H 3.512 -4.693 -1.276
H 4.798 -3.898 0.659
H 3.691 -2.617 2.441
H 0.031 -1.792 2.370
H 2.721 -0.740 3.366
H 1.169 -0.370 4.111
H 1.485 0.155 2.455
H 2.029 -3.212 4.180
H 0.630 -3.981 3.422
H 0.399 -2.680 4.606
H -3.451 -5.190 0.177
H -5.785 -4.331 -0.259
H -6.113 -1.857 -0.595
H -1.529 4.153 -3.118
H -2.590 5.769 -1.594
H -3.807 5.028 0.412
H -4.038 1.468 1.476
H -5.861 3.893 1.069
H -6.159 2.581 2.212
H -6.167 2.257 0.468
H -3.836 4.317 2.558
H -2.474 3.191 2.565
H -3.947 2.817 3.475
H -1.495 0.477 -2.474
H -0.047 2.796 -3.863
H 0.236 1.091 -4.162
H 0.605 1.769 -2.577
H -2.535 2.280 -4.692
H -3.481 1.054 -3.840
H -2.112 0.570 -4.856
I -1.379 0.859 6.059
C -1.756 -0.185 4.343
C -2.273 -1.454 4.215
N -2.329 -1.722 2.897
N -1.895 -0.693 2.161
C -1.529 0.243 3.032
H -2.597 -2.171 4.956
H -2.674 -2.557 2.450
H -1.124 1.182 2.688
N 0.053 1.241 0.337
C 0.441 2.330 0.297
N 0.826 3.584 0.342
C 1.359 4.258 -0.870
C 1.033 5.729 -0.764
O 1.522 6.263 0.454
C 0.887 5.669 1.573
C 1.203 4.195 1.643
H 0.905 3.813 -1.755
H 2.443 4.122 -0.907
H -0.051 5.876 -0.831
H 1.516 6.268 -1.575
H -0.196 5.818 1.516
H 1.266 6.162 2.463
H 0.640 3.713 2.439
H 2.270 4.045 1.812
C 3.734 0.259 -0.158
Te 2.201 -0.627 -1.314
C 3.744 -1.480 -2.469
C 5.020 -1.259 -1.683
C 6.203 -1.880 -2.076
C 7.359 -1.709 -1.331
C 7.340 -0.916 -0.188
C 6.168 -0.287 0.199
C 5.007 -0.454 -0.553
H 3.492 0.159 0.895
H 3.750 1.321 -0.414
H 3.734 -0.981 -3.442
H 3.514 -2.531 -2.619
H 6.218 -2.502 -2.966
H 8.275 -2.199 -1.637
H 8.240 -0.791 0.401
H 6.156 0.338 1.086
*
```

# 5
A structure of composition C11H24AuN6, computed with ωB97M-V/def2-TZVPD.

* F_max: 0.2 eV Å⁻¹
* highest occupied orbital energy: -18.19 eV
* energy above the lowest of the compared OMol25 structures with the same formula, charge and spin: 0.000 eV
* frontier orbital gap: 6.64 eV

The geometry in ORCA input format:
```
! RIJCOSX wB97M-V def2-TZVPD def2/J DEFGRID3
* xyz 3 1
Au -0.035 -0.200 -0.086
N 0.569 1.402 -2.184
C 0.986 0.340 -3.113
C 0.015 -0.824 -3.053
N -0.059 -1.496 -1.701
C 1.114 -2.439 -1.559
C 1.701 -2.400 -0.160
N 1.863 -0.947 0.220
C -1.388 -2.184 -1.530
C -2.489 -1.147 -1.369
N -2.093 -0.127 -0.324
H -0.208 1.926 -2.580
H 1.316 2.083 -2.084
H 2.000 0.025 -2.859
H 1.025 0.669 -4.154
H 0.291 -1.596 -3.775
H -0.981 -0.481 -3.322
H 1.875 -2.122 -2.272
H 0.810 -3.450 -1.834
H 2.663 -2.911 -0.131
H 1.050 -2.862 0.581
H 2.557 -0.496 -0.379
H 2.197 -0.843 1.179
H -1.323 -2.824 -0.649
H -1.593 -2.819 -2.395
H -3.427 -1.622 -1.087
H -2.668 -0.603 -2.292
H -2.523 -0.355 0.573
H -2.445 0.798 -0.571
N -0.086 3.269 4.980
C -0.070 2.522 3.892
C -0.366 1.132 3.937
C -0.340 0.395 2.798
N -0.038 0.938 1.583
C 0.248 2.269 1.518
C 0.243 3.066 2.616
H -0.308 2.884 5.886
H 0.125 4.256 4.948
H -0.609 0.649 4.874
H -0.554 -0.666 2.831
H 0.478 2.674 0.541
H 0.480 4.116 2.507
*
```

# 6
A cluster of 3 separate species, C22H36BIN3O9 in total in a non-equilibrium geometry, computed with ωB97M-V/def2-TZVPD.

* F_max: 1.9 eV Å⁻¹
* highest occupied orbital energy: -4.76 eV
* frontier orbital gap: 6.91 eV

The geometry in ORCA input format:
```
! RIJCOSX wB97M-V def2-TZVPD def2/J DEFGRID3
* xyz -1 1
C -3.601 -3.910 -1.530
C -2.732 -2.790 -0.884
C -2.618 -1.562 -1.804
C -3.657 -0.468 -1.469
C -2.990 0.734 -0.754
C -3.664 1.074 0.577
C -2.725 1.886 1.477
C -1.797 0.921 2.307
C -0.370 1.072 1.769
C 0.708 0.251 2.496
N 1.375 0.976 3.617
C 0.648 1.453 4.466
O -0.067 1.878 5.305
C 0.072 -1.100 2.961
O 0.155 -1.440 4.154
O -0.444 -1.765 2.070
N 1.728 -0.101 1.493
C 2.683 -1.057 2.012
C 2.504 -2.383 1.220
O 2.257 -2.358 0.065
I 2.767 -4.313 2.179
B 2.419 1.070 0.908
N 2.085 1.458 -0.472
O 3.393 1.822 1.531
H -4.639 -3.841 -1.209
H -3.165 -4.881 -1.304
H -3.587 -3.790 -2.614
H -1.759 -3.198 -0.648
H -3.232 -2.541 0.051
H -2.767 -1.871 -2.837
H -1.589 -1.209 -1.732
H -4.404 -0.911 -0.812
H -4.122 -0.132 -2.396
H -1.973 0.408 -0.537
H -2.933 1.594 -1.422
H -3.892 0.116 1.047
H -4.611 1.586 0.384
H -2.092 2.469 0.803
H -3.244 2.581 2.136
H -1.898 1.244 3.339
H -2.203 -0.071 2.152
H -0.400 0.776 0.725
H -0.133 2.142 1.783
H 3.694 -0.712 1.763
H 2.648 -1.183 3.094
H 2.915 1.258 -1.025
H 1.377 0.829 -0.836
H 2.990 2.708 1.654
O -0.398 -3.026 -4.217
C 0.071 -3.880 -3.525
O -0.558 -4.387 -2.440
C 0.305 -5.314 -1.757
C 1.313 -5.765 -2.802
C 1.437 -4.523 -3.678
H 0.777 -4.794 -0.920
H -0.289 -6.139 -1.369
H 2.254 -6.103 -2.373
H 0.897 -6.587 -3.388
H 2.193 -3.832 -3.303
H 1.633 -4.770 -4.718
O 2.208 4.223 1.598
C 2.288 5.163 0.864
O 1.388 6.169 0.858
C 1.690 7.088 -0.205
C 3.165 6.874 -0.511
C 3.339 5.391 -0.199
H 1.050 6.853 -1.058
H 1.476 8.102 0.126
H 3.438 7.150 -1.528
H 3.775 7.467 0.173
H 3.108 4.759 -1.058
H 4.330 5.161 0.181
*
```